Record 1
The following is a quantum chemistry calculation of 3 unconnected molecules or ions with the total composition C19H34F9N3O8S, from the OMol25 dataset.

Structure (XYZ):
```
74
Properties=species:S:1:pos:R:3:mulliken_charge:R:1
C 1.88201 -5.66002 -0.30038 -0.78
C 1.44204 -5.40069 -1.72837 0.22
O 2.20922 -5.66266 -2.63300 -0.51
N 0.12325 -4.87480 -2.05376 0.39
C -0.95733 -5.68055 -1.48288 -1.10
C -0.03220 -3.43655 -1.88889 0.98
C -0.70569 -2.87195 -0.64416 -1.70
C 0.00343 -3.19180 0.66025 -0.05
C -0.65791 -2.55324 1.87897 0.66
F -0.93097 -3.48214 2.80939 -0.34
F -1.85611 -2.02942 1.51053 -0.33
C 0.10743 -1.37381 2.51738 0.77
F -0.39009 -1.16792 3.75460 -0.31
F -0.12044 -0.26812 1.79207 -0.21
C 1.64756 -1.51570 2.68194 0.59
F 2.28310 -1.28662 1.52105 -0.23
F 2.01183 -0.53517 3.53943 -0.31
C 2.15790 -2.84186 3.32039 0.54
F 2.27958 -3.81147 2.40677 -0.16
F 3.38153 -2.60706 3.83561 -0.27
F 1.34488 -3.23274 4.30924 -0.25
O -1.00055 -3.06708 -2.96689 -0.56
S -0.20222 -3.13441 -4.36271 1.23
O -0.34756 -4.37283 -5.02299 -0.57
O -0.41745 -1.93961 -5.09139 -0.64
O 1.32462 -3.04989 -3.73658 -0.46
C 1.13819 -2.59693 -2.39071 -0.81
O 2.25383 -2.49416 -1.62300 -0.53
H 1.10272 -6.02846 0.34873 0.31
H 2.66359 -6.40458 -0.33778 0.47
H 2.31764 -4.75874 0.10868 0.03
H -0.82194 -5.95031 -0.43963 0.38
H -0.99894 -6.60542 -2.04516 0.36
H -1.89965 -5.18843 -1.65596 0.44
H -0.69589 -1.79531 -0.77381 0.63
H -1.74045 -3.17378 -0.65245 0.40
H -0.03907 -4.25775 0.82401 -0.02
H 1.04869 -2.94502 0.54896 0.45
H 0.70307 -1.60407 -2.49596 0.91
H 2.82820 -3.25628 -1.75351 0.46
C 1.11778 4.61810 0.73607 -0.92
C 1.01166 3.49726 1.76424 0.62
C 1.75672 3.78459 3.07551 -0.96
O 3.15966 3.62767 3.00240 -0.38
C 3.86801 4.74154 2.49229 -0.68
N 1.44594 2.24350 1.14339 -0.58
H 2.09205 4.64993 0.24944 0.33
H 0.37518 4.47282 -0.04791 -0.24
H 0.93419 5.59224 1.19438 0.38
H -0.04756 3.39046 2.02023 0.38
H 1.42304 3.05642 3.81950 0.35
H 1.50403 4.77938 3.46545 0.48
H 3.40261 5.68507 2.79129 0.31
H 3.94758 4.70006 1.40322 0.25
H 4.87631 4.70548 2.90347 0.25
H 1.27796 1.48328 1.79046 0.04
H 2.45840 2.27712 1.05892 0.33
C -4.41629 4.59045 -0.34525 -1.58
C -2.95867 4.14749 -0.41634 0.53
C -2.28300 4.47889 -1.75658 -0.47
O -2.63379 3.61266 -2.81670 -0.43
C -3.84337 3.92448 -3.48160 -0.69
N -2.87124 2.71934 -0.09794 -0.67
H -5.07046 3.93724 -0.92161 0.28
H -4.76537 4.56489 0.68667 0.38
H -4.53720 5.61050 -0.71549 0.35
H -2.41515 4.69389 0.36119 0.37
H -1.20454 4.35782 -1.63030 -0.01
H -2.45306 5.52504 -2.04412 0.49
H -4.00517 5.00486 -3.53620 0.31
H -4.69978 3.44882 -2.99765 0.25
H -3.77073 3.53186 -4.49527 0.28
H -1.89182 2.44941 -0.04309 0.23
H -3.22381 2.20476 -0.90011 0.33
```

Calculated values
Highest occupied orbital energy   -9.2 eV
Energy above the lowest of the compared OMol25 structures with the same formula, charge and spin   9.8 kcal per mole
SMILES string   CC(=O)N(C)[C@]1(CCC(F)(F)C(F)(F)C(F)(F)C(F)(F)F)OS(=O)(=O)O[C@@H]1O.COC[C@@H](C)N.COC[C@@H](C)N
LUMO   0.354 eV
E_tot   -2807.47023 Ha
Spin multiplicity   1
Frontier orbital gap   9.528 eV

***

Record 2
The following is a quantum chemistry calculation of a molecular structure, C51H49F9N3O4P3STeV, from the OMol25 dataset.

Structure (XYZ):
```
122
Properties=species:S:1:pos:R:3:lowdin_spin:R:1
V -0.21077 0.08703 -0.11918 0.86
O 0.77720 -1.21725 -1.22494 0.02
S 1.27223 -1.75551 0.06311 0.01
O 0.52250 -2.87374 0.56203 0.00
O 1.37502 -0.65018 1.02531 0.00
C 2.95221 -2.25409 -0.24186 0.00
C 3.43429 -3.49982 0.10704 0.00
C 4.76183 -3.80361 -0.15489 0.00
C 5.57568 -2.85574 -0.75999 0.00
C 5.08500 -1.60478 -1.08787 0.00
C 3.75694 -1.28236 -0.81306 0.00
P 3.03579 0.39238 -1.13109 0.01
C 3.50586 0.43594 -2.91486 0.00
C 2.55950 -0.12240 -3.77001 0.00
C 2.78062 -0.16852 -5.13358 0.00
C 3.94562 0.35928 -5.66246 0.00
C 4.89276 0.91448 -4.81990 0.00
C 4.68229 0.94740 -3.45176 0.00
C 4.38247 1.38609 -0.37517 0.00
C 5.01268 0.95879 0.79040 0.00
C 5.95320 1.75910 1.41459 0.00
C 6.26833 3.00342 0.89325 0.00
C 5.60666 3.46069 -0.23468 0.00
C 4.66243 2.66329 -0.85630 0.00
H 2.76965 -4.19963 0.59208 0.00
H 5.16010 -4.77136 0.11092 0.00
H 6.61033 -3.08852 -0.96378 0.00
H 5.73393 -0.87386 -1.54776 0.00
H 1.64718 -0.52494 -3.35044 0.00
H 2.04467 -0.61247 -5.78658 0.00
H 4.11362 0.33722 -6.72886 0.00
H 5.80532 1.32497 -5.22843 0.00
H 5.43953 1.38450 -2.81660 0.00
H 4.76876 -0.01268 1.20184 0.00
H 6.44374 1.40712 2.31093 0.00
H 7.02433 3.61666 1.35961 0.00
H 5.83262 4.43955 -0.63290 0.00
H 4.14765 3.02409 -1.73650 0.00
Te -2.37848 -1.31173 0.05301 0.03
C -2.48751 -2.28764 -1.85301 0.01
C -1.99890 -3.57889 -2.01364 0.00
C -2.09291 -4.21538 -3.23946 0.00
C -2.67258 -3.57062 -4.31860 0.00
C -3.15763 -2.28256 -4.16770 0.00
C -3.07429 -1.64768 -2.94071 0.00
H -1.54142 -4.08067 -1.17206 0.00
H -1.71592 -5.22183 -3.35798 0.00
H -2.75178 -4.06937 -5.27334 0.00
H -3.60712 -1.77575 -5.01019 0.00
H -3.47379 -0.64690 -2.81955 0.00
F -6.87020 5.16424 -1.06054 0.00
C -6.78660 3.94376 -1.63394 0.00
F -7.68026 3.17457 -0.99781 0.00
F -7.22863 4.09683 -2.89235 0.00
C -5.38887 3.39449 -1.57271 0.00
C -5.01837 2.52852 -0.55185 0.00
C -3.71702 2.06193 -0.49169 0.00
C -2.77815 2.44306 -1.44534 0.00
C -3.16452 3.31496 -2.46185 0.00
C -4.46035 3.79263 -2.52670 0.00
P -1.04230 1.80915 -1.31336 0.03
C -0.24421 3.33249 -0.70338 0.00
C 1.11433 3.54347 -0.96224 0.00
C 1.78357 4.61338 -0.40783 0.00
C 1.10398 5.47957 0.44673 0.00
C -0.23460 5.25217 0.75837 0.00
C -0.89990 4.18689 0.18644 0.00
C 1.82429 6.63107 1.07790 0.00
F 1.06690 7.73629 1.17625 0.00
F 2.22270 6.34451 2.33985 0.00
F 2.93261 6.98986 0.41441 0.00
C -0.58778 1.83046 -3.08723 0.01
C -0.74495 0.61420 -3.74540 0.00
C -0.55066 0.52039 -5.10981 0.00
C -0.16407 1.65068 -5.82099 0.00
C 0.04489 2.86037 -5.16891 0.00
C -0.17065 2.95125 -3.80632 0.00
C 0.00489 1.59201 -7.31100 0.00
F 1.07308 2.28770 -7.73896 0.00
F -1.05849 2.10959 -7.95956 0.00
F 0.15347 0.34244 -7.77176 0.00
H -5.74802 2.21659 0.17942 0.00
H -3.41927 1.37874 0.29303 0.00
H -2.45498 3.62341 -3.21257 0.00
H -4.75539 4.46624 -3.31701 0.00
H 1.63466 2.85543 -1.61736 0.00
H 2.82478 4.79421 -0.62615 0.00
H -0.74766 5.92079 1.43363 0.00
H -1.94029 4.00846 0.41510 0.00
H -1.02171 -0.25824 -3.16411 0.00
H -0.69184 -0.42145 -5.61693 0.00
H 0.36767 3.72588 -5.73058 0.00
H -0.01798 3.89660 -3.30214 0.00
C -0.42008 3.52329 4.47125 0.00
N -1.03390 2.60262 3.54503 0.00
C -2.45058 2.79352 3.33775 0.00
P -0.37482 1.19860 2.93387 0.00
O -0.86621 1.09096 1.53442 0.00
N 1.26006 1.47169 3.19173 0.00
C 2.16229 0.45948 3.69319 0.00
C 1.85845 2.36206 2.22317 0.00
N -0.94284 -0.06578 3.86407 0.00
C -0.88641 -1.43219 3.37630 0.00
C -1.01510 0.03705 5.30529 0.00
H -0.32512 4.51457 4.01401 0.00
H 0.57298 3.17101 4.73541 0.00
H -1.02337 3.62438 5.37948 0.00
H -2.64531 3.81461 3.00216 0.00
H -3.01971 2.61232 4.25626 0.00
H -2.78419 2.09612 2.57158 0.00
H 1.64975 -0.16533 4.41989 0.00
H 3.00076 0.96121 4.18482 0.00
H 2.55095 -0.17940 2.89297 0.00
H 1.09787 3.06609 1.89184 0.00
H 2.24270 1.81972 1.34980 0.00
H 2.68133 2.90671 2.69207 0.00
H -0.53919 -1.44883 2.34495 0.00
H -1.88010 -1.88932 3.42303 0.00
H -0.19335 -2.03744 3.96967 0.00
H -0.97426 1.08286 5.60007 0.00
H -0.19832 -0.50412 5.79771 0.00
H -1.95992 -0.39280 5.64899 0.00
```

Calculated values
Highest occupied orbital energy (spin up / spin down)   -6.3 / -6.2 eV
LUMO (spin up / spin down)   0.080 / 0.075 eV
E_tot   -5971.26500 Ha
Spin multiplicity   2
Frontier orbital gap (spin up / spin down)   6.390 / 6.278 eV

***

Record 3
The following is a quantum chemistry calculation of a molecular structure, C46H58ClCsN5O3P3Se, from the OMol25 dataset.

Structure (XYZ):
```
118
Properties=species:S:1:pos:R:3:mulliken_charge:R:1
Cs 2.25739 -5.77291 22.16166 1.23
C 6.83103 -5.94008 20.97917 0.21
C 5.76937 -5.46922 21.64133 -0.80
P 5.99427 -4.93941 23.31441 0.56
C 7.51206 -5.71622 24.01247 -0.27
C 8.73213 -5.26032 24.24611 -0.18
C 9.73158 -5.80076 25.14398 -1.34
C 9.50648 -7.13070 25.69620 -0.06
C 8.02719 -7.52324 25.69391 -0.74
C 7.20377 -6.87064 24.93757 -0.43
C 6.76968 -3.19471 23.56415 0.27
C 6.85115 -2.11065 22.43829 -2.10
C 6.91003 -0.71771 23.11276 -1.09
C 6.83729 -0.28355 24.38581 -0.72
C 6.84975 -1.33412 25.23492 -0.26
C 6.66458 -2.67302 24.96240 0.25
P 6.50266 -6.15923 19.42240 0.95
C 8.04630 -6.27168 18.48474 0.07
C 8.59408 -7.44389 18.15817 0.10
C 9.81716 -7.47686 17.49318 -0.51
C 10.21946 -6.30842 16.85333 -0.44
C 9.50724 -4.94736 17.05744 -0.92
C 8.48615 -5.13497 18.07886 0.34
C 5.45755 -4.90162 18.45014 0.54
C 4.89838 -3.70489 18.94804 0.13
C 4.18086 -2.76036 18.14116 -0.94
C 4.18589 -3.08676 16.77990 -0.27
C 4.81508 -4.27675 16.34775 -0.47
C 5.38812 -5.22000 17.07503 -0.01
H 7.99690 -6.19422 21.28616 -0.22
H 5.92268 -7.38230 19.05215 -0.18
H 1.54116 1.25395 20.74849 -0.10
H 10.25994 -8.11150 24.96778 0.08
H 8.80002 -4.39878 23.84745 1.34
H 10.49750 -5.12947 25.67235 0.09
H 10.00445 -6.89983 26.81298 0.09
H 7.63892 -8.45203 26.32005 0.14
H 6.13624 -7.12969 24.90755 0.30
H 7.43058 -2.49820 21.84435 1.51
H 7.18299 -0.02688 22.45275 0.62
H 7.07017 0.85183 24.56717 0.21
H 6.76788 -1.15319 26.23726 0.26
H 6.78450 -3.59434 25.52420 0.20
H 8.35466 -8.63660 18.22227 0.14
H 10.58144 -8.30467 17.34894 0.31
H 11.23041 -6.00981 16.98662 0.23
H 10.06799 -4.05728 17.38763 0.38
H 7.79475 -4.14837 18.22869 0.18
H 5.03313 -3.47884 20.05254 0.26
H 3.74771 -1.88286 18.53947 0.51
H 3.74919 -2.46081 15.99038 0.39
H 4.85055 -4.27378 15.15193 0.03
H 6.00054 -6.32201 16.97852 -0.08
N 6.22389 -8.94997 21.49327 -0.35
C 5.55058 -10.26959 21.33038 -0.92
C 4.28593 -9.90793 20.37350 -0.31
C 3.51272 -8.68169 20.93736 0.12
O 2.70348 -8.72547 21.85034 -0.88
O 3.59530 -7.59101 20.30357 -0.50
H 5.61093 -8.49348 22.12666 0.10
H 7.16066 -9.17039 22.02934 0.24
H 5.42595 -10.61741 22.25103 0.45
H 5.78740 -11.15646 20.65005 0.33
H 3.79278 -10.93709 20.37247 0.42
H 4.66611 -9.53054 19.42426 0.12
Se 2.18435 -0.25186 21.00115 -0.83
Cl 3.27927 -8.93975 16.18573 -0.25
C 2.18996 -7.98326 17.16136 0.66
C 2.05769 -6.67552 16.80852 -0.45
C 1.38863 -5.84625 17.73752 -0.18
C 0.75257 -6.47661 18.85861 -0.69
N 0.83163 -7.72788 19.06259 -0.44
C 1.52138 -8.51661 18.28998 -0.53
H 2.38660 -6.29147 15.83972 0.44
H 1.38677 -4.69760 17.53618 0.25
H 0.12346 -5.88518 19.48998 0.71
H 1.74244 -9.51324 18.47822 0.48
O 2.85482 -4.95814 25.39709 -0.92
P 2.72713 -3.69041 26.31563 -0.16
N 4.19715 -3.41665 27.20166 0.67
C 4.27989 -2.43350 28.31475 -0.59
C 5.79764 -2.44309 28.42192 -0.89
C 6.05969 -3.99620 28.43728 -0.28
C 5.13250 -4.51458 27.38489 -0.21
N 1.47151 -3.72064 27.33852 0.25
C 0.91202 -2.58340 28.02036 0.00
C 0.80168 -3.08802 29.49120 -1.17
C 1.22486 -4.52573 29.36018 -0.36
C 0.99955 -4.93687 27.93131 -0.77
N 2.56826 -1.98173 25.66805 0.50
C 1.32134 -1.29020 24.99782 -0.30
C 2.04858 0.10123 24.89404 -1.00
C 3.55791 -0.14123 24.53245 -0.41
C 3.83490 -1.51838 25.01809 -1.33
H 3.84408 -2.55684 29.25452 0.62
H 3.90710 -1.40213 27.88505 0.15
H 6.29209 -2.05137 29.09597 1.24
H 6.46951 -1.70483 27.66279 -0.35
H 5.84537 -4.27565 29.58468 0.26
H 7.41684 -4.07398 27.93202 0.29
H 4.88254 -5.44282 27.88638 0.35
H 5.60409 -4.99986 26.43175 -0.53
H -0.06800 -2.45844 27.51162 0.24
H 1.75325 -1.74268 27.69854 0.23
H -0.32006 -3.10992 29.82827 0.26
H 1.14946 -2.32914 30.21587 0.38
H 0.88371 -5.33618 29.98795 0.51
H 2.43611 -4.13929 29.87391 0.01
H -0.11519 -5.08489 27.92340 0.31
H 1.62616 -5.78605 27.66336 0.45
H 0.55678 -1.01267 25.88355 0.12
H 1.35292 -1.66315 23.94056 0.32
H 1.94397 0.60649 25.82027 0.46
H 1.47112 1.10906 24.09032 0.14
H 4.02184 0.56101 25.42280 0.12
H 3.70498 -0.20565 23.50497 0.53
H 4.42337 -1.75289 25.82342 -0.46
H 4.15428 -2.16647 24.40731 1.51
```

Calculated values
Net charge   -2
Highest occupied orbital energy   -0.1 eV
Energy above the lowest of the compared OMol25 structures with the same formula, charge and spin   705.4 kcal per mole
LUMO   3.322 eV
E_tot   -6191.96468 Ha
Spin multiplicity   1
Frontier orbital gap   3.468 eV

***

no.,maximum force (hartree/bohr)
1,0.037
2,0.088
3,0.304